(1)
{"formula": "C25H66FeO9", "method": "the ωB97M-V functional and the def2-TZVPD basis", "total_charge": 1, "orbital_gap_ev": [8.2, 6.2], "multiplicity": 6, "s2": 8.78, "e_lumo_ev": [-3.67, -5.59], "elements": ["Fe", "C", "C", "O", "H", "H", "H", "H", "H", "C", "C", "O", "H", "H", "H", "H", "H", "C", "C", "C", "O", "H", "H", "H", "H", "H", "H", "H", "H", "C", "C", "C", "O", "H", "H", "H", "H", "H", "H", "H", "H", "C", "C", "C", "O", "H", "H", "H", "H", "H", "H", "H", "H", "C", "C", "C", "O", "H", "H", "H", "H", "H", "H", "H", "H", "C", "C", "C", "O", "H", "H", "H", "H", "H", "H", "H", "H", "C", "C", "C", "O", "H", "H", "H", "H", "H", "H", "H", "H", "C", "C", "C", "O", "H", "H", "H", "H", "H", "H", "H", "H"], "coordinates": [[-0.58027, -6.58542, -25.67903], [-1.38182, -7.71743, -21.80179], [0.00102, -7.58568, -22.49199], [-0.01720, -7.20813, -23.87027], [-1.28165, -7.81133, -20.72047], [-2.02056, -8.53502, -22.13592], [-1.97391, -6.81658, -21.96304], [0.57335, -8.50723, -22.38579], [0.64144, -6.91558, -21.91846], [-4.66070, -8.20775, -25.48344], [-3.98122, -6.95010, -24.97465], [-2.63461, -6.73131, -25.36728], [-5.64552, -8.32028, -25.03003], [-4.10853, -9.06328, -25.09450], [-4.76982, -8.31830, -26.56232], [-4.11540, -6.86066, -23.89664], [-4.57293, -6.14037, -25.40164], [-6.27369, -11.20489, -24.95470], [-7.74847, -11.30144, -25.06502], [-8.52335, -10.01362, -25.29977], [-8.15888, -12.19332, -26.08453], [-5.87398, -12.15714, -24.60609], [-5.93739, -10.44856, -24.24550], [-5.85715, -11.03283, -25.94717], [-8.04651, -11.77328, -24.12873], [-8.70255, -9.58845, -24.31224], [-9.53099, -10.13746, -25.69655], [-8.01273, -9.24114, -25.87478], [-9.11213, -12.12190, -26.17291], [-0.76045, -9.37197, -28.60974], [-1.52832, -9.09550, -27.25324], [-2.10433, -10.36471, -26.54082], [-0.59326, -8.51140, -26.38496], [-0.03191, -10.12683, -28.31391], [-0.25031, -8.50245, -29.02421], [-1.41923, -9.82247, -29.35214], [-2.26121, -8.30586, -27.41888], [-1.34148, -11.11371, -26.75336], [-3.05236, -10.71006, -26.95322], [-2.12931, -10.32835, -25.45171], [0.09065, -9.18156, -26.31605], [-6.10457, -5.62159, -28.18176], [-6.48101, -6.05192, -29.58988], [-7.49714, -7.23230, -29.59682], [-7.05268, -4.98573, -30.33595], [-5.68514, -6.38868, -27.53080], [-6.97604, -5.22353, -27.66196], [-5.32547, -4.86010, -28.21682], [-5.58995, -6.33503, -30.15021], [-7.63873, -7.52489, -30.63722], [-8.50566, -7.06841, -29.21716], [-7.22658, -8.15132, -29.07693], [-7.15608, -5.37047, -31.20938], [-2.32272, -3.09815, -24.22746], [-1.47455, -3.60896, -25.39923], [-0.57337, -2.52459, -26.04485], [-0.58756, -4.62174, -24.93592], [-2.77113, -3.92740, -23.68031], [-3.14683, -2.49817, -24.61343], [-1.75100, -2.48993, -23.52653], [-2.15708, -4.03657, -26.13367], [0.05422, -1.98487, -25.33567], [-1.14808, -1.77547, -26.58949], [0.15645, -2.93304, -26.74388], [-0.03355, -4.12281, -24.33116], [-8.16211, -6.22230, -25.02430], [-7.59739, -5.11322, -24.15439], [-6.90729, -4.00488, -24.96082], [-8.66755, -4.47677, -23.42853], [-8.53146, -7.04408, -24.41082], [-7.44956, -6.64565, -25.73222], [-9.00943, -5.91668, -25.63808], [-6.90626, -5.55702, -23.43781], [-6.03807, -4.32742, -25.53399], [-6.52799, -3.35021, -24.17619], [-7.58324, -3.45669, -25.61708], [-9.30109, -4.08722, -24.03555], [-4.07231, -8.34414, -19.61066], [-5.56561, -8.01950, -19.66612], [-6.02368, -7.89963, -21.05485], [-6.22290, -9.09961, -18.98880], [-3.39739, -7.55863, -19.95056], [-3.90108, -9.17287, -20.29768], [-3.74058, -8.57076, -18.59740], [-5.68585, -7.14024, -19.03324], [-7.10122, -7.74590, -20.99682], [-5.85397, -8.77595, -21.68043], [-5.65589, -7.04629, -21.62462], [-7.14704, -8.87433, -18.85911], [-4.78992, -9.61495, -29.70883], [-5.00455, -10.68846, -30.77857], [-4.38109, -12.00912, -30.33365], [-6.40493, -10.79198, -30.79366], [-5.11888, -9.88291, -28.70479], [-5.29156, -8.69313, -30.00330], [-3.74657, -9.30550, -29.64754], [-4.69311, -10.40414, -31.78369], [-4.45821, -12.86336, -31.00627], [-4.79061, -12.34984, -29.38270], [-3.29506, -11.91940, -30.30948], [-6.71938, -11.24585, -30.00835]]}

(2)
{"formula": "C25H66N6O7Si", "method": "the ωB97M-V functional and the def2-TZVPD basis", "smiles": "C[SiH2]N(C(C)=O)C(C)=O.COC[C@@H](C)N.COC[C@@H](C)N.COC[C@@H](C)N.COC[C@@H](C)N.COC[C@@H](C)N", "total_charge": 0, "orbital_gap_ev": 9.5, "multiplicity": 1, "e_lumo_ev": 0.61, "elements": ["C", "Si", "N", "C", "C", "O", "C", "C", "O", "H", "H", "H", "H", "H", "H", "H", "H", "H", "H", "H", "C", "O", "C", "C", "C", "N", "H", "H", "H", "H", "H", "H", "H", "H", "H", "H", "H", "C", "O", "C", "C", "C", "N", "H", "H", "H", "H", "H", "H", "H", "H", "H", "H", "H", "C", "O", "C", "C", "C", "N", "H", "H", "H", "H", "H", "H", "H", "H", "H", "H", "H", "C", "O", "C", "C", "C", "N", "H", "H", "H", "H", "H", "H", "H", "H", "H", "H", "H", "C", "O", "C", "C", "C", "N", "H", "H", "H", "H", "H", "H", "H", "H", "H", "H", "H"], "coordinates": [[3.10879, -1.36327, -1.74292], [1.73764, -1.20031, -2.99246], [0.54266, 0.09541, -2.71480], [0.93778, 1.47691, -2.89101], [1.74098, 2.07585, -1.76181], [0.67497, 2.08083, -3.89034], [-0.26354, -0.15828, -1.59867], [-1.44297, 0.74755, -1.40661], [-0.03044, -1.10287, -0.87414], [2.71208, -1.82078, -0.83613], [3.57558, -0.41480, -1.47087], [3.88443, -2.01641, -2.15301], [0.96598, -2.45149, -3.05974], [2.31389, -0.87732, -4.31603], [1.51441, 1.62841, -0.79463], [1.58490, 3.15186, -1.74822], [2.79844, 1.89473, -1.97363], [-2.32751, 0.11072, -1.44796], [-1.42770, 1.18810, -0.40862], [-1.52644, 1.51732, -2.16919], [2.69023, 0.56830, 4.51382], [2.58209, -0.12078, 3.28580], [1.89839, -1.36110, 3.33973], [0.37180, -1.25663, 3.23407], [-0.29517, -0.76694, 4.51296], [-0.05711, -0.42950, 2.10582], [2.81788, -0.12912, 5.34875], [1.81868, 1.19695, 4.71454], [3.57070, 1.20735, 4.45202], [2.26530, -1.93084, 2.48224], [2.18611, -1.90402, 4.25046], [0.01587, -2.27442, 3.03942], [-0.15364, 0.30698, 4.64828], [-1.36941, -0.94513, 4.46543], [0.09221, -1.27483, 5.39651], [0.29858, -0.82044, 1.23740], [0.40480, 0.47206, 2.20075], [-3.85396, -1.82305, -2.60362], [-4.43288, -0.54416, -2.79908], [-4.68151, -0.19509, -4.14921], [-6.00048, -0.73092, -4.71771], [-5.97180, -2.21639, -5.05824], [-7.14595, -0.46242, -3.84753], [-3.16744, -2.07822, -3.41676], [-4.61563, -2.60084, -2.51561], [-3.29445, -1.79213, -1.66869], [-4.72255, 0.89732, -4.16207], [-3.83372, -0.50034, -4.77669], [-6.16843, -0.18048, -5.64968], [-6.02136, -2.83117, -4.15895], [-6.83338, -2.47209, -5.67373], [-5.06529, -2.48152, -5.60530], [-7.25371, 0.53808, -3.71536], [-6.94135, -0.83293, -2.92377], [-4.14018, 3.06507, -2.03679], [-2.83298, 3.54621, -2.28883], [-2.74360, 4.66088, -3.15698], [-2.93999, 6.01824, -2.47271], [-4.39059, 6.33347, -2.12687], [-2.11852, 6.17185, -1.27112], [-4.77648, 3.17947, -2.92120], [-4.61337, 3.57853, -1.19617], [-4.06247, 2.00415, -1.79811], [-1.73196, 4.62539, -3.56924], [-3.44666, 4.54165, -3.99234], [-2.59887, 6.76903, -3.19347], [-4.72607, 5.75912, -1.26247], [-4.49165, 7.38839, -1.87480], [-5.05562, 6.11301, -2.96390], [-1.13637, 6.08739, -1.51307], [-2.30904, 5.38882, -0.65206], [5.77264, -1.07454, -4.41352], [6.15660, -2.35633, -3.95555], [7.20903, -2.97626, -4.67041], [8.61529, -2.57625, -4.20882], [9.04387, -1.18770, -4.66881], [8.78780, -2.67278, -2.75910], [5.83828, -1.00322, -5.50380], [6.37733, -0.27979, -3.96895], [4.73674, -0.93543, -4.11049], [7.08327, -4.04853, -4.50111], [7.08931, -2.79280, -5.74664], [9.29789, -3.30246, -4.66312], [8.54579, -0.40771, -4.09167], [10.11629, -1.06335, -4.52416], [8.81703, -1.03052, -5.72488], [8.62737, -3.62745, -2.45442], [8.05772, -2.12492, -2.31270], [-0.11934, 0.02641, 8.47374], [-0.49978, -1.16789, 7.82199], [-0.54848, -2.32581, 8.63377], [-1.86331, -2.51253, 9.39986], [-2.01018, -1.59347, 10.60699], [-3.04301, -2.37198, 8.54639], [0.62746, -0.16661, 9.25096], [-0.97110, 0.54255, 8.92333], [0.31871, 0.67991, 7.71912], [-0.43134, -3.16690, 7.94528], [0.30752, -2.33812, 9.32210], [-1.85267, -3.54449, 9.76686], [-2.24020, -0.57201, 10.30180], [-2.83033, -1.93622, 11.23652], [-1.09842, -1.57521, 11.20690], [-3.02033, -3.06649, 7.80670], [-2.99042, -1.47556, 8.07081]]}

Number 1: total energy -2932.58133 hartree, F_max 5.71 eV/Å. Number 2: total energy -2136.76984 hartree, F_max 0.72 eV/Å.